1.
Below is a cluster of 8 separate species, C25H43F4N2O29S7 in total in a non-equilibrium geometry, with properties calculated with ωB97M-V/def2-TZVPD.

The geometry in XYZ format:
```
110
Properties=species:S:1:pos:R:3:forces:R:3
C -1.5697 1.0370 -2.3334 4.08 -0.96 0.01
C -0.0719 0.9626 -2.0997 -4.21 -0.28 -0.83
N 0.5152 -0.4544 -2.2007 -0.90 -0.96 -0.30
C -0.4156 -1.6050 -1.8812 6.00 -0.19 -1.74
N 0.4748 -2.8119 -2.1151 -0.86 2.42 0.90
C -0.2127 -4.1611 -1.8950 0.27 -1.89 -0.57
F -1.1832 -4.1521 -0.7618 3.64 0.21 -3.51
F 0.8174 -5.2381 -1.7676 -3.38 3.72 0.09
C -1.0826 -4.4356 -3.2956 -1.17 -0.10 -1.34
F -2.3713 -5.1275 -3.0361 4.33 1.54 -0.79
F -0.2280 -5.1352 -4.3127 -2.60 1.61 3.37
C 1.8863 -2.4853 -2.5540 -2.06 4.76 0.74
C 1.9249 -0.8464 -2.5840 -0.98 -4.81 -0.08
O 3.0880 -0.0077 -2.9158 -4.55 -2.50 2.48
C 3.6367 0.3994 -1.5818 2.38 1.42 0.95
C 4.4553 -0.7954 -0.8149 -0.41 -0.57 0.05
C 3.6374 -1.5394 0.3944 0.58 0.00 1.11
C 2.8519 -0.5369 1.4267 -0.63 -0.56 0.64
H -2.2790 1.6705 -1.6481 1.73 -0.65 -2.04
H -1.9691 0.3718 -3.2399 0.62 1.06 2.70
H 0.5984 1.9085 -1.9049 -1.18 -2.53 0.29
H -1.5321 -1.6480 -1.5322 2.73 0.41 -0.64
H -1.3681 -3.3940 -3.8042 0.65 -2.49 1.20
H 2.7546 -3.2382 -2.7867 -2.09 1.53 0.67
H 4.4431 1.2425 -1.8352 -2.12 -2.08 0.30
H 2.8123 0.9314 -0.9441 1.41 -1.25 -1.13
H 4.8132 -1.6360 -1.5806 -0.79 2.06 1.49
H 5.4211 -0.3265 -0.3511 -1.90 -0.73 -0.91
H 4.4582 -2.1086 1.0485 -1.78 1.15 -1.49
H 2.8810 -2.3672 0.0497 1.44 1.66 0.38
H 3.5614 0.2342 1.9851 -1.49 -1.53 -1.51
H 2.3917 -1.2194 2.2882 0.98 1.45 -1.82
H 1.9063 0.0004 0.9342 2.24 -1.00 1.02
C -0.8915 3.6673 2.9883 -0.45 0.79 0.24
C -2.1899 3.3511 2.2508 -0.26 -0.28 1.14
O -1.8139 3.1926 0.8846 1.55 -0.30 -0.80
S -0.3054 2.5758 0.8183 -0.38 0.73 1.46
O -0.4105 1.1460 0.6290 0.49 1.34 -0.08
O 0.4986 3.4251 -0.0294 -0.83 -1.41 0.35
O 0.1052 2.8542 2.3713 -0.18 -0.97 -1.79
H -0.6070 4.7159 2.8535 -0.05 -0.23 0.06
H -0.9585 3.4438 4.0564 0.24 -0.18 -0.47
H -2.9330 4.1450 2.3566 0.26 -0.12 -0.24
H -2.6180 2.4038 2.5952 0.04 0.24 0.00
C -2.2848 6.1988 7.6385 0.63 -0.11 0.34
C -1.4116 7.3405 7.1249 -0.37 0.35 0.58
O -1.2663 7.0996 5.7272 -0.39 -1.06 -0.27
S -2.6214 6.3833 5.1694 -0.42 1.77 -0.01
O -3.4643 7.4038 4.5870 5.63 1.23 1.59
O -2.2454 5.1780 4.4676 -0.58 1.67 0.81
O -3.2509 5.9676 6.6146 0.35 0.47 -0.99
H -1.6997 5.2825 7.7678 -0.01 0.10 0.05
H -2.7799 6.4493 8.5804 -0.12 -0.04 -0.32
H -0.4352 7.3708 7.6145 -0.08 -0.10 -0.31
H -1.9117 8.3065 7.2508 0.05 -0.10 0.07
C 0.2639 -8.9820 -4.4457 0.07 0.30 -0.50
C -1.1101 -8.3265 -4.5564 0.20 0.30 0.48
O -1.9898 -9.3709 -4.9663 0.61 -0.79 0.01
S -1.4658 -10.7821 -4.3385 -0.50 -0.80 0.09
O -2.2194 -11.0472 -3.1331 1.11 0.15 -1.68
O -1.3359 -11.7396 -5.4121 -0.37 1.27 1.55
O 0.0242 -10.2809 -3.9066 -0.90 0.03 0.00
H 0.7239 -9.1020 -5.4318 -0.04 0.07 0.05
H 0.9391 -8.4183 -3.7963 -0.16 -0.27 0.08
H -1.1232 -7.5059 -5.2776 -0.14 -0.31 -0.02
H -1.4515 -7.9601 -3.5825 0.09 0.04 -0.06
C -6.7977 5.2326 1.7463 -0.15 -0.65 0.01
C -7.9033 5.1797 2.7973 -0.39 0.25 -0.50
O -7.2691 5.5336 4.0242 0.74 0.24 -0.28
S -6.0646 6.5885 3.7130 0.14 -0.02 0.56
O -6.5634 7.9252 3.9486 1.05 -1.78 -0.24
O -4.8502 6.0847 4.3112 -6.53 -2.45 -1.91
O -5.9869 6.3513 2.1020 -0.25 0.34 0.87
H -6.1738 4.3338 1.7849 -0.10 0.01 0.00
H -7.1949 5.3557 0.7352 0.16 0.21 0.20
H -8.3608 4.1903 2.8711 0.21 0.15 0.21
H -8.6791 5.9247 2.5910 0.04 -0.11 -0.08
C 5.1799 -6.2208 -4.9422 -0.15 -0.75 -0.07
C 4.0743 -6.2737 -3.8912 -0.26 0.17 -0.55
O 4.7085 -5.9198 -2.6643 0.87 0.40 -0.14
S 5.9130 -4.8650 -2.9754 0.87 -0.35 0.17
O 5.4142 -3.5283 -2.7399 0.57 -1.39 -0.22
O 7.1275 -5.3687 -2.3773 -1.89 1.04 -0.64
O 5.9907 -5.1022 -4.5865 -0.42 0.48 1.10
H 5.8038 -7.1196 -4.9036 -0.12 0.06 -0.01
H 4.7828 -6.0977 -5.9533 0.18 0.20 0.20
H 3.6168 -7.2632 -3.8174 0.22 0.15 0.22
H 3.2985 -5.5288 -4.0975 -0.02 -0.09 -0.11
C 6.9389 5.4986 -1.9468 -0.08 0.20 -0.77
C 5.4718 5.9196 -1.9520 0.39 0.73 0.22
O 4.7461 4.7479 -1.5872 0.66 -1.06 0.33
S 5.6556 3.8573 -0.5673 -0.01 0.62 0.58
O 5.2400 4.1555 0.7853 0.63 -0.87 -1.82
O 5.7398 2.5120 -1.0865 -0.11 1.51 0.84
O 7.0763 4.6090 -0.8401 -1.12 -0.43 0.44
H 7.1947 4.9497 -2.8589 -0.02 0.10 0.05
H 7.6130 6.3522 -1.8358 -0.09 -0.26 0.21
H 5.1470 6.2859 -2.9288 -0.07 -0.30 0.16
H 5.2791 6.6860 -1.1937 0.06 -0.02 -0.12
C -3.7166 -1.8282 2.0232 -0.04 -0.69 0.21
C -5.1439 -1.8622 2.5631 -0.17 0.00 -0.70
O -5.0994 -1.1244 3.7823 1.07 0.54 0.06
S -3.9762 0.0509 3.6498 -0.06 0.08 0.61
O -4.6496 1.2807 3.2958 1.06 -1.35 0.49
O -3.0690 -0.0559 4.7686 -1.34 0.43 -1.49
O -3.2284 -0.5207 2.3186 -0.68 0.52 0.52
H -3.0818 -2.5540 2.5417 -0.09 0.02 -0.07
H -3.6778 -2.0155 0.9468 0.02 0.26 0.17
H -5.4977 -2.8804 2.7412 0.09 0.24 0.23
H -5.8343 -1.3508 1.8840 0.06 -0.11 -0.01
```
Positions in Å, forces in eV/Å.

## Properties
LUMO level (eV): -4.5
HOMO-LUMO gap (eV): 6.71
Net charge: +1



2.
Below is a structure of composition C25H43Ge2N6Os in a non-equilibrium geometry, with properties calculated with ωB97M-V/def2-TZVPD.

The geometry in XYZ format:
```
77
Properties=species:S:1:pos:R:3:forces:R:3
Os -0.2786 0.2378 -0.3015 -0.43 -0.15 0.39
N -1.3922 2.3909 -0.8457 0.20 -0.21 0.07
C -0.9768 3.4652 0.0911 0.07 0.03 0.25
C -0.1366 2.9071 1.2361 -0.06 0.32 0.03
N -0.5681 1.5679 1.7022 0.12 -0.28 -0.62
C -1.9939 1.4981 2.1058 -0.07 -0.18 -0.05
C -2.6629 0.1635 1.7684 0.06 0.24 0.23
N -2.4141 -0.2461 0.3575 0.55 -0.01 -0.15
C 0.3449 1.1173 2.7694 0.05 -0.17 0.17
C 0.2474 -0.3757 3.0380 0.05 0.26 0.02
N 0.3767 -1.1270 1.7658 -0.13 0.21 0.03
H -1.2667 2.7010 -1.8045 0.07 -0.02 -0.04
H -2.3899 2.2431 -0.7466 -0.08 0.08 -0.10
H -1.8462 4.0011 0.4693 -0.04 -0.01 -0.07
H -0.3674 4.1996 -0.4319 -0.05 0.02 -0.05
H -0.1380 3.6321 2.0569 0.02 -0.05 0.04
H 0.8966 2.8007 0.8969 0.01 -0.03 0.09
H -2.5399 2.3006 1.6128 0.01 0.04 0.04
H -2.0917 1.6651 3.1819 -0.03 0.09 -0.01
H -3.7317 0.2688 1.9600 -0.02 -0.08 -0.06
H -2.3073 -0.6377 2.4079 -0.02 -0.03 -0.02
H -3.0532 0.2667 -0.2449 -0.03 -0.04 -0.10
H -2.6922 -1.2188 0.2506 0.03 -0.04 -0.02
H 0.1429 1.6561 3.7006 0.02 0.09 -0.05
H 1.3641 1.3685 2.4656 -0.02 0.01 -0.04
H -0.6958 -0.6227 3.5154 0.01 -0.07 0.02
H 1.0301 -0.6463 3.7474 -0.02 -0.05 0.01
H -0.1827 -1.9750 1.7935 0.08 -0.08 -0.07
H 1.3377 -1.4261 1.6527 0.04 -0.10 -0.02
C 3.9312 2.6220 -3.2134 0.34 0.31 0.04
N 2.6933 1.9145 -2.8866 -0.13 -0.14 0.00
C 1.6259 1.7651 -3.7303 -0.19 -0.04 -0.01
C 0.6675 1.0967 -3.0356 0.13 -0.05 -0.17
N 1.1519 0.8234 -1.7680 -0.33 0.44 0.15
C 2.3803 1.3459 -1.7212 -0.02 -0.12 0.15
H 3.9836 2.7708 -4.2877 -0.04 -0.08 -0.01
H 4.7993 2.0531 -2.8891 -0.07 -0.09 -0.01
H 3.9463 3.5982 -2.7308 -0.06 -0.03 0.00
H 1.6196 2.1502 -4.7369 0.06 -0.01 0.01
H -0.3053 0.7771 -3.3715 0.01 0.00 0.01
H 3.0422 1.3069 -0.8714 0.02 0.10 -0.01
C 4.0022 -2.9984 2.5773 0.10 0.08 -0.53
Ge 4.7421 -2.6400 0.8044 0.71 0.12 0.40
C 5.2975 -0.7886 0.5040 -0.26 -0.49 -0.09
C 5.4961 -4.0264 -0.3276 -0.45 0.25 0.13
Ge 1.7099 -2.1101 -1.2144 -0.66 -0.73 -1.07
C 0.4315 -3.5760 -0.8249 0.35 0.68 0.13
C 0.9146 -4.6977 -0.1462 0.14 0.02 0.01
C 0.1416 -5.8460 -0.0920 -0.02 0.02 0.00
C -1.1281 -5.8501 -0.6633 0.02 -0.03 0.08
C -1.6200 -4.7196 -1.3108 -0.04 0.09 -0.02
C -0.8592 -3.5632 -1.3662 -0.03 0.04 -0.05
C 2.1512 -1.9174 -3.1290 -0.04 0.15 0.92
C 3.4437 -1.5623 -3.5124 0.11 0.10 0.05
C 3.7610 -1.4895 -4.8603 -0.01 0.01 0.05
C 2.7763 -1.7356 -5.8118 0.05 0.02 -0.01
C 1.4868 -2.0794 -5.4230 -0.11 -0.04 0.00
C 1.1597 -2.1698 -4.0787 -0.05 -0.18 0.00
H 4.8172 -3.4978 3.1149 0.00 -0.04 0.00
H 3.1486 -3.6749 2.5817 0.03 -0.04 -0.03
H 3.7750 -2.0682 3.0949 -0.02 0.00 -0.03
H 6.2573 -0.7028 1.0281 0.02 0.00 0.02
H 4.6105 -0.0693 0.9464 0.01 -0.04 0.05
H 5.4713 -0.5752 -0.5490 0.03 -0.02 0.01
H 6.4948 -4.2126 0.0874 0.01 0.03 0.04
H 5.6057 -3.6868 -1.3559 0.03 0.03 0.02
H 4.9307 -4.9557 -0.2899 0.02 0.00 0.05
H 1.9029 -4.6958 0.3027 -0.01 -0.04 0.00
H 0.5267 -6.7341 0.3914 -0.03 0.00 0.02
H -1.7473 -6.7342 -0.5824 0.03 -0.03 -0.09
H -2.5950 -4.7427 -1.7803 -0.03 -0.01 0.05
H -1.2503 -2.6796 -1.8585 -0.01 -0.04 -0.06
H 4.2068 -1.3664 -2.7657 0.02 0.02 -0.05
H 4.7714 -1.2546 -5.1686 -0.01 0.01 -0.02
H 3.0168 -1.6652 -6.8648 0.01 -0.05 0.00
H 0.7363 -2.3022 -6.1705 0.00 0.03 0.00
H 0.1616 -2.4726 -3.7871 0.01 -0.01 -0.04
```
Positions in Å, forces in eV/Å.

## Properties
LUMO level (spin up / spin down) (eV): -12.5 / -14.2
2S+1: 6
HOMO-LUMO gap (spin up / spin down) (eV): 6.54 / 5.29
Energy relative to the best compared isomer or geometry (same formula, charge and spin) (kcal/mol): 23.4
Net charge: +4



3.
Below is a structure of composition C25H43NP2Pr in a non-equilibrium geometry, with properties calculated with ωB97M-V/def2-TZVPD.

The geometry in XYZ format:
```
72
Properties=species:S:1:pos:R:3:forces:R:3
Pr -0.7933 -1.3615 1.2777 0.11 -0.84 -2.23
C -0.3794 0.3812 3.1021 -0.77 -0.67 0.78
C -1.4459 0.8892 2.2911 -0.76 -0.71 1.08
C -2.2409 -1.0362 3.3517 0.48 1.46 0.10
C -0.8551 -0.8351 3.7417 -0.71 1.51 0.18
C -2.6281 0.0725 2.5147 1.78 0.04 0.76
C 0.9193 1.0758 3.4246 0.17 0.43 0.16
H 0.8229 2.1704 3.2913 -0.01 -0.52 -0.13
H 1.7769 0.7389 2.8232 -0.30 0.08 0.29
H 1.1728 0.9388 4.4922 -0.11 -0.14 -0.50
C -0.1358 -1.5285 4.8680 0.32 -0.40 0.00
H 0.2531 -0.7894 5.6023 -0.20 -0.39 -0.57
H 0.7218 -2.1072 4.4787 -0.23 0.18 0.40
H -0.8011 -2.2087 5.4292 0.29 0.25 -0.38
C -3.1430 -2.1547 3.7928 0.12 0.11 -0.10
H -3.0297 -2.3556 4.8668 -0.08 -0.03 -0.35
H -2.9281 -3.0809 3.2414 -0.03 -0.10 0.21
H -4.1846 -1.9036 3.5734 0.17 -0.11 0.19
C -4.0119 0.5102 2.1857 -0.84 -0.83 -0.17
H -4.7388 -0.2164 2.6222 0.40 0.63 -0.58
H -4.2039 0.6314 1.1124 -0.08 -0.16 0.17
H -4.2231 1.4765 2.6442 0.12 0.02 0.07
C -1.4241 2.1321 1.4653 0.02 0.32 -0.17
H -2.4182 2.3454 1.0417 0.33 0.10 0.35
H -0.7459 2.0358 0.6113 -0.22 0.17 0.17
H -1.0528 2.9916 2.0585 -0.32 -0.33 -0.31
C 3.1928 2.6715 0.9619 0.21 0.32 0.02
C 2.6697 3.8822 1.1965 0.11 -0.37 0.08
C 1.7961 4.7146 0.2975 0.91 0.54 0.05
C 1.5304 4.2589 -1.1388 0.53 0.33 1.78
C 0.4345 3.2515 -1.2578 0.25 0.33 -0.96
C 0.7005 1.9436 -1.2934 -0.73 -0.74 0.87
C 1.4466 1.2356 -0.2083 1.11 -0.37 -0.50
C 2.9176 1.6369 -0.1253 0.78 -0.85 0.26
H 2.3492 5.6707 0.2506 -0.48 -0.08 0.06
H 2.4675 3.8873 -1.5683 -0.33 -0.02 -0.02
H 0.8363 4.8940 0.7582 -0.33 0.35 0.42
H 3.2266 1.8739 -1.1600 0.27 0.18 0.64
H 3.9185 2.3270 1.6927 -0.11 -0.03 0.08
H 2.9526 4.4037 2.1428 -0.12 -0.53 -0.85
H 3.4753 0.7243 0.1764 -0.08 0.58 -0.24
H 1.0474 1.4151 0.7958 -0.32 0.21 -0.29
H 0.3108 1.2890 -2.0505 -1.68 -0.27 0.45
H 1.3272 0.1420 -0.3628 0.35 0.39 -0.18
H 1.2764 5.1687 -1.6786 -0.29 -0.16 -0.27
H -0.5815 3.6002 -1.4000 0.06 0.26 -1.44
P 0.9440 -1.2543 -2.8565 1.20 0.18 -0.86
P -1.3712 -3.0619 -2.3213 -0.83 -0.94 -1.65
C 0.7069 -2.5235 -4.1987 0.15 0.49 0.12
C -0.2778 -3.5920 -3.7874 0.24 -0.37 1.10
H 1.6735 -2.9616 -4.4464 0.06 0.08 -0.04
H 0.3799 -1.9964 -5.0839 -0.25 0.19 -0.22
H -0.8951 -3.9491 -4.6181 -0.12 0.21 0.24
H 0.3002 -4.4585 -3.4478 -0.24 -0.07 0.09
C -2.5690 -4.4587 -2.5990 -0.33 -0.16 0.65
H -3.5045 -4.2843 -2.0420 0.28 -0.01 -0.19
H -2.1487 -5.3919 -2.2041 -0.03 0.13 -0.18
H -2.8209 -4.5948 -3.6612 0.15 0.12 0.34
C -2.3765 -1.7782 -3.1965 -0.01 0.47 0.64
H -2.5953 -1.9841 -4.2474 0.12 -0.20 0.16
H -1.8813 -0.8076 -3.1188 -0.02 -0.01 -0.14
H -3.3195 -1.6885 -2.6454 -0.01 -0.02 -0.19
C 2.6288 -1.7855 -2.2434 -0.20 0.36 0.35
H 2.7408 -1.4294 -1.2084 0.21 -0.04 -0.31
H 3.4273 -1.3548 -2.8710 -0.30 -0.30 0.23
H 2.7239 -2.8765 -2.2032 -0.09 0.19 -0.13
C 1.4753 0.1995 -3.9142 0.47 0.14 0.21
H 1.7881 -0.0591 -4.9354 0.12 -0.32 0.39
H 2.3403 0.6333 -3.3755 -0.42 0.05 -0.41
H 0.7249 0.9812 -4.0468 -0.09 -0.15 0.25
N 2.7171 -1.7918 1.7650 0.75 -0.12 0.05
C 1.6108 -1.5347 1.5748 -0.54 -0.02 0.10
```
Positions in Å, forces in eV/Å.

## Properties
LUMO level (spin up / spin down) (eV): -3.8 / -3.7
2S+1: 3
HOMO-LUMO gap (spin up / spin down) (eV): 6.69 / 6.78
Energy relative to the best compared isomer or geometry (same formula, charge and spin) (kcal/mol): 14.6
Net charge: +1